Entry 1:
{
  "formula": "C4H4INO2",
  "method": "the ωB97M-V functional and the def2-TZVPD basis",
  "symbols": ["C", "C", "C", "C", "N", "O", "O", "I", "H", "H", "H", "H"],
  "positions_angstrom": [[-0.357, -0.457, -2.898], [3.260, -2.607, -2.322], [-0.875, -0.437, -0.506], [0.023, -0.974, 0.644], [-0.717, -0.805, -1.738], [2.439, -3.066, -3.030], [4.056, -2.231, -1.606], [-0.400, -1.772, -4.506], [-1.816, -0.212, -0.128], [1.041, -1.438, 0.362], [-0.512, -1.829, 1.090], [0.178, -0.256, 1.408]],
  "mulliken_charge": [-0.174, 0.719, -0.070, -0.798, -0.079, -0.380, -0.335, 0.041, 0.320, 0.180, 0.265, 0.311],
  "spin_multiplicity": 1,
  "total_charge": 0,
  "relative_energy_kj_mol": 218.2,
  "orbital_gap_ha": [0.2832, 0.2833]
}

***

Entry 2:
{
  "formula": "C16H20AgClN2O6",
  "method": "the ωB97M-V functional and the def2-TZVPD basis",
  "symbols": ["Ag", "N", "C", "C", "O", "N", "C", "C", "O", "O", "H", "H", "H", "H", "H", "H", "Cl", "C", "C", "O", "O", "H", "H", "C", "C", "C", "C", "C", "C", "C", "O", "C", "C", "C", "H", "H", "H", "H", "H", "H", "H", "H", "H", "H", "H", "H"],
  "positions_angstrom": [[-0.193, -2.113, 0.365], [2.081, -0.588, -0.024], [2.012, 0.606, 0.794], [0.814, 0.705, 1.749], [0.791, 1.758, 2.448], [-0.035, -0.294, 1.778], [-1.087, -0.172, 2.759], [-2.107, -1.330, 2.812], [-2.986, -1.213, 3.688], [-2.018, -2.270, 1.975], [2.307, -1.426, 0.496], [2.791, -0.537, -0.744], [1.945, 1.474, 0.144], [2.899, 0.776, 1.424], [-1.674, 0.749, 2.617], [-0.673, -0.064, 3.770], [3.582, -6.483, -0.815], [2.371, -5.417, -1.636], [2.116, -4.112, -0.832], [3.055, -3.312, -0.800], [0.969, -4.062, -0.330], [1.472, -6.015, -1.731], [2.809, -5.187, -2.603], [-0.903, 4.075, 1.328], [-1.003, 3.028, 0.260], [-0.066, 2.966, -0.764], [-0.020, 1.892, -1.638], [1.091, 1.853, -2.658], [-0.943, 0.842, -1.475], [-0.759, -0.396, -2.239], [-1.295, -1.461, -1.988], [-1.966, 0.943, -0.518], [-3.025, -0.103, -0.349], [-1.972, 2.041, 0.331], [-0.402, 4.975, 0.966], [-0.309, 3.635, 2.136], [-1.883, 4.347, 1.722], [0.690, 3.742, -0.836], [1.654, 2.787, -2.621], [0.732, 1.722, -3.680], [1.778, 1.033, -2.444], [-0.034, -0.340, -3.071], [-3.401, -0.468, -1.304], [-3.852, 0.300, 0.239], [-2.629, -0.973, 0.186], [-2.722, 2.088, 1.112]],
  "mulliken_charge": [0.345, -0.219, -0.665, 0.458, -0.865, 0.087, -0.314, 0.241, -0.808, -0.628, 0.201, 0.119, 0.155, 0.340, 0.040, 0.395, -0.276, -0.421, 0.643, -0.693, -0.675, 0.276, 0.257, -1.648, 0.739, -0.617, 1.026, -1.974, 1.024, -0.879, -0.568, 1.234, -1.531, -0.797, 0.425, 0.266, 0.375, 0.159, 0.346, 0.473, 0.397, 0.290, 0.446, 0.424, 0.175, 0.223],
  "spin_multiplicity": 1,
  "total_charge": -2,
  "relative_energy_kj_mol": 23.5,
  "orbital_gap_ha": 0.2361
}

***

Entry 3:
{
  "formula": "C4H5NO3",
  "method": "the ωB97M-V functional and the def2-TZVPD basis",
  "symbols": ["C", "C", "C", "C", "H", "H", "H", "H", "H", "N", "O", "O", "O"],
  "positions_angstrom": [[-0.001, 0.261, 0.004], [2.485, 0.079, -0.149], [-0.505, -0.974, 0.167], [-1.933, -1.130, -0.075], [-1.824, 1.393, 0.279], [-0.039, 2.276, 0.149], [3.302, 0.957, -0.473], [0.311, -1.696, 0.438], [-2.281, -2.130, -0.253], [-0.758, 1.397, 0.260], [1.203, 0.737, -0.228], [2.741, -1.087, 0.095], [-2.700, -0.084, -0.214]],
  "mulliken_charge": [0.583, 0.215, -0.457, 0.009, 0.312, 0.259, 0.267, 0.279, 0.381, -0.436, -0.306, -0.419, -0.686],
  "spin_multiplicity": 1,
  "total_charge": 0,
  "relative_energy_kj_mol": 281.6,
  "orbital_gap_ha": 0.3237,
  "smiles": "N/C(=C\\C=O)OC=O"
}

***

Entry 4:
{
  "formula": "C4H6F3N",
  "method": "the ωB97M-V functional and the def2-TZVPD basis",
  "symbols": ["C", "C", "C", "C", "N", "F", "F", "F", "H", "H", "H", "H", "H", "H"],
  "positions_angstrom": [[-0.582, 0.198, -0.615], [-0.438, -0.680, -1.739], [1.199, 0.393, 1.290], [-0.051, -0.336, 0.725], [-1.196, 1.337, -0.752], [-1.034, -0.263, 1.608], [0.185, -1.655, 0.436], [-1.620, 1.978, 0.468], [-0.868, -1.594, -1.384], [-0.926, -0.397, -2.600], [0.632, -0.747, -1.962], [1.991, -0.267, 1.528], [0.980, 0.887, 2.308], [1.729, 1.146, 0.688]],
  "mulliken_charge": [0.477, -1.100, -1.331, 1.198, -0.518, -0.269, -0.317, -0.200, 0.295, 0.450, 0.262, 0.407, 0.325, 0.320],
  "spin_multiplicity": 1,
  "total_charge": 0,
  "relative_energy_kj_mol": 187.8,
  "orbital_gap_ha": 0.4281,
  "smiles": "C/C(=N/F)C(C)(F)F"
}

***

Entry 5:
{
  "formula": "C4H8O3",
  "method": "the ωB97M-V functional and the def2-TZVPD basis",
  "symbols": ["C", "C", "O", "C", "O", "C", "O", "H", "H", "H", "H", "H", "H", "H", "H"],
  "positions_angstrom": [[-1.701, 1.017, -0.678], [-0.246, 0.724, -0.269], [-0.028, 1.196, 1.045], [0.048, -0.763, -0.416], [1.462, -1.059, -0.376], [2.031, -1.192, 0.816], [1.494, -1.028, 1.887], [-2.274, 0.109, -0.904], [-1.753, 1.669, -1.554], [-2.189, 1.522, 0.157], [0.439, 1.252, -0.949], [0.369, 0.492, 1.581], [-0.269, -1.119, -1.399], [-0.465, -1.338, 0.363], [3.083, -1.482, 0.695]],
  "mulliken_charge": [-1.212, 0.613, -0.587, -0.932, -0.308, 0.212, -0.561, 0.341, 0.266, 0.337, 0.211, 0.396, 0.384, 0.460, 0.379],
  "spin_multiplicity": 1,
  "total_charge": 0,
  "relative_energy_kj_mol": 99.5,
  "orbital_gap_ha": 0.4082,
  "smiles": "C[C@@H](O)COC=O"
}

***

Entry 6:
{
  "formula": "C32H28CrN3O3",
  "method": "the ωB97M-V functional and the def2-TZVPD basis",
  "symbols": ["O", "C", "Cr", "C", "O", "C", "O", "C", "C", "C", "C", "C", "C", "C", "C", "C", "C", "C", "C", "C", "C", "C", "C", "C", "C", "C", "C", "C", "H", "H", "H", "H", "H", "H", "H", "H", "H", "H", "H", "H", "H", "H", "H", "C", "C", "N", "C", "C", "C", "C", "C", "N", "C", "N", "H", "H", "H", "H", "H", "H", "H", "H", "H", "H", "H", "H", "H"],
  "positions_angstrom": [[-5.331, 0.759, -4.805], [-4.319, 0.376, -4.380], [-2.620, 0.046, -3.545], [-3.275, 0.978, -2.038], [-3.585, 1.661, -1.147], [-2.200, 1.809, -4.103], [-2.113, 2.941, -4.364], [-2.156, -1.682, -4.781], [-2.786, -2.127, -3.609], [-2.339, -1.686, -2.365], [-1.197, -0.862, -2.257], [-0.796, -0.312, -0.963], [-0.344, 0.077, 0.102], [0.207, 0.541, 1.392], [0.390, 2.045, 1.454], [0.344, 2.815, 0.292], [0.459, 4.213, 0.372], [0.661, 4.834, 1.606], [0.695, 4.071, 2.775], [0.514, 2.687, 2.698], [-0.703, -0.066, 2.467], [-0.722, -1.468, 2.553], [-1.539, -2.105, 3.492], [-2.351, -1.341, 4.340], [-2.405, 0.047, 4.192], [-1.641, 0.676, 3.195], [-0.558, -0.452, -3.440], [-1.021, -0.871, -4.693], [-2.549, -1.976, -5.759], [-3.653, -2.787, -3.663], [-2.862, -1.953, -1.444], [0.147, 2.333, -0.668], [0.365, 4.800, -0.546], [0.776, 5.919, 1.660], [0.819, 4.548, 3.750], [0.425, 2.124, 3.631], [-0.172, -2.101, 1.840], [-1.534, -3.194, 3.550], [-2.960, -1.832, 5.100], [-3.038, 0.656, 4.843], [-1.787, 1.738, 2.978], [0.294, 0.228, -3.351], [-0.501, -0.536, -5.593], [0.894, -4.278, -1.449], [1.571, -3.877, -0.307], [2.048, -2.605, -0.568], [2.880, -1.748, 0.292], [2.350, -0.283, 0.251], [3.397, 0.831, 0.318], [3.413, 1.359, 1.755], [2.501, 0.433, 2.555], [1.504, -0.115, 1.516], [1.649, -2.276, -1.846], [0.945, -3.266, -2.381], [0.397, -5.219, -1.629], [1.711, -4.381, 0.636], [2.872, -2.163, 1.319], [3.932, -1.749, -0.052], [1.698, -0.132, -0.613], [4.379, 0.469, -0.020], [3.082, 1.628, -0.371], [4.426, 1.357, 2.171], [3.042, 2.391, 1.804], [3.074, -0.436, 2.912], [1.977, 0.874, 3.403], [1.293, -1.067, 1.820], [1.927, -1.319, -2.283]],
  "lowdin_spin": [0.067, 0.064, 2.343, -0.016, 0.016, 0.145, 0.126, 0.029, 0.080, -0.005, 0.001, 0.001, -0.011, -0.002, -0.001, 0.000, 0.000, 0.000, 0.000, 0.000, 0.000, 0.000, 0.000, 0.000, 0.000, 0.000, 0.065, 0.080, 0.001, 0.006, 0.002, 0.000, 0.000, 0.000, 0.000, 0.000, 0.000, 0.000, 0.000, 0.000, 0.000, 0.004, 0.005, 0.000, 0.000, 0.000, 0.000, 0.000, 0.000, 0.000, 0.000, -0.001, 0.001, 0.001, 0.000, 0.000, 0.000, 0.000, 0.000, 0.000, 0.000, 0.000, 0.000, 0.000, 0.000, 0.000, 0.001],
  "spin_multiplicity": 4,
  "total_charge": 2,
  "relative_energy_kj_mol": 0.0,
  "orbital_gap_ha": [0.2451, 0.2226]
}

***

Entry 7:
{
  "formula": "C23H26IrN3OS4Se",
  "method": "the ωB97M-V functional and the def2-TZVPD basis",
  "symbols": ["Ir", "O", "C", "S", "C", "C", "S", "S", "S", "C", "C", "C", "C", "C", "C", "C", "C", "N", "C", "C", "C", "C", "H", "H", "H", "H", "H", "H", "H", "H", "H", "H", "H", "H", "H", "H", "H", "H", "H", "H", "C", "N", "C", "Se", "N", "C", "C", "C", "C", "C", "C", "H", "H", "H", "H", "H", "H", "H", "H"],
  "positions_angstrom": [[0.030, 0.543, 0.878], [-1.822, -3.163, 6.415], [-1.499, -2.520, 5.463], [-0.233, -2.995, 4.323], [-0.339, -1.598, 3.258], [-1.252, -0.638, 3.602], [-1.487, 0.877, 2.858], [-2.253, -0.983, 5.005], [0.738, -1.575, 1.932], [-5.802, -1.367, 1.927], [-4.486, -1.736, 1.306], [-4.109, -3.065, 1.174], [-2.889, -3.412, 0.608], [-2.495, -4.850, 0.460], [-2.046, -2.408, 0.162], [-2.415, -1.064, 0.252], [-3.640, -0.741, 0.838], [-1.562, -0.086, -0.251], [-1.747, 0.376, -1.612], [-1.705, 1.911, -1.603], [-3.060, -0.103, -2.234], [-0.564, -0.166, -2.441], [-6.405, -2.253, 2.115], [-6.356, -0.698, 1.270], [-5.642, -0.854, 2.876], [-4.774, -3.843, 1.523], [-3.325, -5.497, 0.734], [-1.642, -5.078, 1.100], [-2.208, -5.063, -0.571], [-1.084, -2.653, -0.265], [-3.923, 0.295, 0.952], [-2.555, 2.304, -1.053], [-1.724, 2.305, -2.615], [-0.792, 2.248, -1.102], [-3.913, 0.288, -1.686], [-3.115, -1.190, -2.229], [-3.117, 0.246, -3.261], [0.374, 0.126, -1.962], [-0.592, 0.222, -3.456], [-0.605, -1.253, -2.474], [3.949, 0.246, -0.768], [4.073, 1.677, -0.742], [3.250, 2.555, -0.112], [1.823, 2.315, 1.014], [3.770, 3.801, -0.292], [4.931, 3.735, -1.019], [5.838, 4.701, -1.415], [6.950, 4.274, -2.121], [7.144, 2.930, -2.417], [6.241, 1.956, -2.019], [5.125, 2.374, -1.310], [3.062, -0.056, -0.208], [4.825, -0.205, -0.299], [3.869, -0.118, -1.794], [3.351, 4.632, 0.091], [5.700, 5.741, -1.169], [7.683, 5.001, -2.441], [8.028, 2.636, -2.962], [6.420, 0.916, -2.233]],
  "mulliken_charge": [0.857, -0.560, 0.563, -0.169, 0.294, 0.156, -0.365, -0.145, -0.498, -1.555, 0.766, -0.884, 0.683, -1.572, 0.295, -1.290, 0.111, 0.069, 1.274, -1.425, -1.822, -1.303, 0.385, 0.343, 0.293, 0.280, 0.376, 0.288, 0.352, 0.350, 0.513, 0.305, 0.447, 0.225, 0.365, 0.375, 0.503, 0.115, 0.483, 0.300, -0.766, 0.346, -0.178, -0.355, 0.080, 0.264, -0.885, -0.441, -0.690, -0.498, 0.750, 0.040, 0.370, 0.342, 0.236, 0.398, 0.390, 0.385, 0.437],
  "spin_multiplicity": 1,
  "total_charge": 0,
  "orbital_gap_ha": [0.1984, 0.2011]
}

***

Entry 8:
{
  "formula": "C3H7P",
  "method": "the ωB97M-V functional and the def2-TZVPD basis",
  "symbols": ["C", "C", "C", "P", "H", "H", "H", "H", "H", "H", "H"],
  "positions_angstrom": [[0.483, 0.043, -1.225], [-0.794, 0.129, -0.746], [-1.420, -0.052, 0.571], [2.378, -0.271, -0.731], [2.371, 0.973, -0.241], [0.448, -0.051, -2.300], [-1.474, 0.408, -1.586], [-2.211, -0.770, 0.304], [-1.681, 1.006, 0.832], [-0.813, -0.346, 1.371], [2.437, -0.997, 0.642]],
  "mulliken_charge": [-0.552, 0.035, -0.867, -0.047, 0.035, 0.282, 0.255, 0.251, 0.239, 0.330, 0.039],
  "spin_multiplicity": 1,
  "total_charge": 0,
  "relative_energy_kj_mol": 135.6,
  "orbital_gap_ha": 0.3778,
  "smiles": "C/C=C\\P"
}

***

Entry 9:
{
  "formula": "C4H12NO3",
  "method": "the ωB97M-V functional and the def2-TZVPD basis",
  "symbols": ["C", "C", "C", "C", "O", "O", "N", "H", "H", "H", "H", "H", "H", "H", "H", "H", "H", "H", "H", "O"],
  "positions_angstrom": [[-0.908, 0.696, 0.943], [0.519, 0.177, 0.965], [0.718, -0.580, -0.427], [1.023, 0.395, -1.506], [1.301, -0.247, -2.650], [0.985, 1.608, -1.439], [-0.934, 2.214, 1.293], [-1.418, 0.561, 0.002], [-1.585, 0.208, 1.646], [0.572, -0.730, 1.609], [1.309, 0.918, 0.947], [0.003, -1.308, -0.941], [1.597, -1.281, -0.186], [1.589, 0.457, -3.260], [-0.492, 2.622, 0.439], [-1.892, 2.566, 1.473], [-0.330, 2.552, 2.043], [-1.329, -3.571, -0.688], [-0.254, -4.033, 0.115], [-0.475, -3.226, -0.378]],
  "mulliken_charge": [-0.684, -0.508, -0.611, 0.537, -0.421, -0.594, -0.347, 0.356, 0.446, 0.292, 0.413, 0.279, 0.424, 0.363, 0.374, 0.358, 0.338, 0.294, 0.279, -0.589],
  "spin_multiplicity": 1,
  "total_charge": 1,
  "relative_energy_kj_mol": 107.9,
  "orbital_gap_ha": 0.3962
}

***

Entry 10:
{
  "formula": "C5H15N2",
  "method": "the ωB97M-V functional and the def2-TZVPD basis",
  "symbols": ["N", "C", "C", "N", "C", "C", "C", "H", "H", "H", "H", "H", "H", "H", "H", "H", "H", "H", "H", "H", "H", "H"],
  "positions_angstrom": [[1.647, 0.670, -1.327], [0.407, 1.449, -1.585], [-0.777, 0.481, -1.312], [-0.491, -0.634, -0.401], [0.565, 0.267, 1.681], [-0.631, -0.480, 1.100], [-0.898, -1.836, 1.806], [2.270, 0.908, -2.097], [0.538, -0.662, -0.621], [2.144, 1.036, -0.526], [0.357, 2.329, -0.945], [0.240, 1.859, -2.580], [-1.578, 1.161, -1.025], [-1.049, 0.024, -2.270], [-1.013, -1.480, -0.612], [0.553, 0.226, 2.771], [1.560, -0.056, 1.342], [0.504, 1.317, 1.388], [-1.531, 0.092, 1.308], [0.002, -2.462, 1.748], [-1.681, -2.309, 1.213], [-1.230, -1.743, 2.832]],
  "mulliken_charge": [-0.664, -0.460, -0.695, -0.022, -1.296, 0.445, -1.472, 0.281, 0.518, 0.177, 0.289, 0.423, 0.251, 0.457, 0.354, 0.416, 0.319, 0.334, 0.156, 0.372, 0.410, 0.407],
  "spin_multiplicity": 1,
  "total_charge": 1,
  "relative_energy_kj_mol": 69.3,
  "orbital_gap_ha": 0.4423,
  "smiles": "CC(C)[NH2+]CCN"
}

***

Entry 11:
{
  "formula": "C4H13NO3",
  "method": "the ωB97M-V functional and the def2-TZVPD basis",
  "symbols": ["C", "O", "C", "C", "C", "O", "N", "H", "H", "H", "H", "H", "H", "H", "H", "H", "H", "H", "H", "H", "O"],
  "positions_angstrom": [[2.562, -1.116, -0.149], [2.753, 0.385, 0.085], [1.163, -1.246, -0.664], [0.109, -1.016, 0.382], [-1.003, -0.150, -0.252], [-1.705, 0.706, 0.721], [0.446, 2.682, -0.600], [3.458, -1.283, -0.821], [2.790, -1.541, 0.792], [2.147, 0.714, -0.645], [0.997, -1.979, -1.449], [0.539, -0.285, 1.179], [-0.404, -1.881, 0.768], [-1.758, -0.756, -0.822], [-0.508, 0.522, -0.925], [1.286, 2.116, -0.679], [-0.409, 2.349, -0.133], [0.411, 3.738, -0.667], [-2.558, 0.141, 0.881], [-4.455, -1.430, 0.540], [-3.753, -0.845, 0.479]],
  "mulliken_charge": [-0.406, -0.459, -0.283, 0.100, -0.889, -0.572, -0.451, 0.250, 0.293, 0.233, 0.401, 0.267, 0.324, 0.375, 0.569, 0.102, 0.199, 0.177, 0.430, 0.190, -0.849],
  "spin_multiplicity": 1,
  "total_charge": 0,
  "relative_energy_kj_mol": 885.5,
  "orbital_gap_ha": 0.1249
}